{
  "formula": "C22H43B2F11NO26S5Zr2",
  "method": "wB97M-V/def2-TZVPD",
  "multiplicity": 1,
  "e_above_lowest_kcal_mol": 139.4,
  "lumo_energy_ha": -0.205,
  "energy_ha": -6107.76435,
  "charge": 1,
  "elements": ["Zr", "Zr", "N", "S", "O", "O", "F", "S", "O", "O", "F", "B", "H", "H", "H", "H", "B", "H", "H", "H", "H", "O", "C", "C", "O", "H", "H", "H", "H", "O", "C", "C", "O", "H", "H", "H", "H", "C", "C", "O", "C", "O", "C", "F", "F", "F", "H", "H", "H", "H", "H", "C", "C", "O", "C", "O", "C", "F", "F", "F", "H", "H", "H", "H", "H", "C", "C", "O", "C", "O", "C", "F", "F", "F", "H", "H", "H", "H", "H", "C", "C", "O", "S", "O", "O", "O", "H", "H", "H", "H", "C", "C", "O", "S", "O", "O", "O", "H", "H", "H", "H", "C", "C", "O", "S", "O", "O", "O", "H", "H", "H", "H"],
  "coordinates": [[-2.97, -1.95, -0.02], [-1.18, 1.24, -2.57], [-4.61, -1.12, -0.96], [-6.15, -0.79, -0.82], [-7.19, -1.52, -1.59], [-6.34, 0.60, -0.46], [-6.28, -1.47, 0.57], [-4.66, -0.36, -2.65], [-3.32, 0.01, -3.10], [-5.78, 0.50, -3.05], [-5.11, -1.59, -3.49], [-2.66, 2.50, -1.54], [-1.68, 2.35, -1.11], [-3.23, 3.22, -0.97], [-2.58, 2.66, -2.60], [-3.08, 1.52, -1.38], [-3.36, -0.98, 1.92], [-4.11, -1.71, 1.67], [-3.40, -0.29, 1.08], [-3.65, -0.64, 2.90], [-2.40, -1.47, 1.96], [-1.47, -3.40, 0.76], [-0.83, -4.25, -0.28], [-1.53, -4.12, -1.71], [-2.46, -3.05, -1.89], [-0.83, -5.30, -0.01], [0.25, -4.09, -0.38], [-2.21, -4.95, -1.90], [-0.78, -4.17, -2.50], [0.88, 1.02, -1.82], [0.98, 0.41, -0.56], [-0.46, -0.01, -0.02], [-1.49, -0.45, -0.94], [1.30, 1.13, 0.19], [1.67, -0.43, -0.62], [-0.91, 0.94, 0.28], [-0.42, -0.78, 0.74], [5.69, 2.74, 0.03], [4.60, 1.84, 0.61], [4.32, 2.14, 1.94], [3.58, 1.50, 2.77], [2.93, 0.51, 2.45], [3.42, 2.05, 4.15], [3.27, 1.09, 5.13], [4.48, 2.73, 4.48], [2.45, 2.92, 4.27], [5.65, 2.80, -1.06], [6.68, 2.33, 0.24], [5.62, 3.79, 0.30], [4.77, 0.80, 0.31], [3.70, 2.18, 0.11], [1.26, 4.24, 0.47], [-0.08, 4.69, -0.16], [0.20, 5.27, -1.41], [0.30, 4.61, -2.56], [-0.27, 3.48, -2.69], [0.77, 5.44, -3.74], [1.92, 4.89, -4.15], [-0.09, 5.51, -4.74], [1.09, 6.76, -3.34], [2.05, 4.99, 0.38], [1.52, 3.28, 0.04], [1.13, 4.21, 1.55], [-0.39, 5.53, 0.46], [-0.82, 3.91, 0.03], [2.51, -3.39, -3.48], [1.74, -2.15, -3.66], [0.78, -2.41, -4.71], [-0.43, -1.78, -4.56], [-0.67, -0.81, -3.77], [-1.44, -2.10, -5.67], [-2.23, -1.05, -5.86], [-0.83, -2.46, -6.82], [-2.27, -3.08, -5.34], [2.87, -3.81, -4.42], [1.85, -4.18, -3.11], [3.34, -3.18, -2.79], [2.49, -1.41, -3.91], [1.23, -1.85, -2.75], [-4.18, 3.44, 1.96], [-4.22, 2.49, 3.20], [-2.98, 2.47, 3.76], [-1.82, 3.23, 2.88], [-0.64, 2.45, 2.62], [-1.68, 4.52, 3.50], [-2.83, 3.47, 1.49], [-4.57, 4.46, 2.01], [-4.81, 3.16, 1.11], [-4.50, 1.45, 3.04], [-4.98, 2.74, 3.94], [3.69, -5.45, 0.22], [4.91, -4.84, -0.45], [4.95, -3.46, 0.00], [3.83, -3.05, 1.09], [2.58, -2.55, 0.51], [4.37, -2.38, 2.23], [3.73, -4.69, 1.39], [3.94, -6.50, 0.41], [2.72, -5.36, -0.27], [4.91, -4.88, -1.54], [5.79, -5.34, -0.06], [1.13, -1.97, 3.53], [-0.43, -1.93, 3.81], [-0.43, -1.96, 5.17], [0.69, -0.86, 5.83], [1.12, -1.25, 7.17], [0.17, 0.49, 5.67], [1.74, -1.33, 4.62], [1.52, -1.55, 2.61], [1.55, -2.97, 3.49], [-1.04, -2.78, 3.49], [-0.89, -1.05, 3.37]]
}

***

{
  "formula": "C30H68N3O6",
  "method": "wB97M-V/def2-TZVPD",
  "multiplicity": 1,
  "e_above_lowest_kcal_mol": 0.0,
  "lumo_energy_ha": -0.088,
  "energy_ha": -1799.38011,
  "charge": 1,
  "elements": ["C", "C", "C", "C", "C", "C", "C", "C", "C", "C", "C", "N", "C", "C", "C", "C", "N", "O", "N", "H", "H", "H", "H", "H", "H", "H", "H", "H", "H", "H", "H", "H", "H", "H", "H", "H", "H", "H", "H", "H", "H", "H", "H", "H", "H", "H", "H", "C", "C", "C", "O", "H", "H", "H", "H", "H", "H", "H", "H", "C", "C", "C", "O", "H", "H", "H", "H", "H", "H", "H", "H", "C", "C", "C", "O", "H", "H", "H", "H", "H", "H", "H", "H", "C", "C", "C", "O", "H", "H", "H", "H", "H", "H", "H", "H", "C", "C", "C", "O", "H", "H", "H", "H", "H", "H", "H", "H"],
  "coordinates": [[7.07, -1.19, 0.22], [5.83, -0.65, -0.48], [5.71, 0.87, -0.35], [5.09, 1.31, 0.98], [3.70, 1.94, 0.80], [2.65, 0.85, 0.49], [1.30, 1.04, 1.20], [1.13, 0.18, 2.44], [1.06, -1.35, 2.21], [0.42, -1.78, 0.94], [-0.79, -2.35, 0.69], [-0.86, -2.59, -0.67], [0.27, -2.18, -1.26], [0.63, -2.19, -2.70], [-0.48, -1.51, -3.54], [-0.84, -0.18, -2.93], [-2.23, 0.06, -2.78], [0.01, 0.60, -2.60], [1.05, -1.69, -0.30], [7.00, -0.95, 1.28], [7.94, -0.68, -0.18], [7.18, -2.26, 0.08], [5.92, -0.91, -1.54], [4.93, -1.15, -0.11], [6.72, 1.26, -0.40], [5.17, 1.26, -1.21], [5.02, 0.45, 1.64], [5.72, 2.04, 1.48], [3.42, 2.55, 1.65], [3.78, 2.59, -0.07], [3.08, -0.10, 0.79], [2.47, 0.84, -0.59], [1.19, 2.08, 1.51], [0.49, 0.88, 0.48], [1.97, 0.38, 3.10], [0.24, 0.50, 2.97], [0.50, -1.79, 3.02], [2.06, -1.79, 2.24], [-1.56, -2.61, 1.38], [-1.64, -3.01, -1.17], [0.83, -3.19, -3.06], [1.53, -1.59, -2.80], [-0.15, -1.38, -4.56], [-1.35, -2.15, -3.53], [-2.45, 1.02, -3.03], [-2.48, -0.03, -1.80], [1.96, -1.30, -0.52], [-5.47, -3.16, -3.10], [-5.95, -2.30, -1.94], [-6.68, -1.06, -2.43], [-4.83, -1.92, -1.12], [-4.78, -2.60, -3.73], [-4.95, -4.04, -2.73], [-6.31, -3.49, -3.72], [-6.60, -2.88, -1.29], [-6.02, -0.44, -3.04], [-7.01, -0.46, -1.58], [-7.55, -1.33, -3.02], [-4.24, -1.40, -1.67], [-4.03, 5.12, -1.45], [-3.87, 3.61, -1.53], [-3.84, 2.98, -0.15], [-2.68, 3.27, -2.25], [-3.18, 5.56, -0.91], [-4.04, 5.56, -2.45], [-4.94, 5.40, -0.93], [-4.70, 3.19, -2.11], [-2.99, 3.36, 0.43], [-3.74, 1.89, -0.22], [-4.76, 3.20, 0.41], [-1.93, 3.64, -1.77], [-6.57, -0.85, 2.89], [-5.26, -1.51, 3.28], [-4.12, -0.50, 3.32], [-4.95, -2.57, 2.37], [-6.50, -0.41, 1.89], [-7.37, -1.59, 2.86], [-6.85, -0.07, 3.59], [-5.36, -1.98, 4.25], [-3.98, -0.05, 2.33], [-3.19, -0.99, 3.60], [-4.32, 0.30, 4.04], [-4.85, -2.18, 1.49], [2.43, 6.79, -0.18], [1.88, 5.41, 0.13], [0.61, 5.12, -0.65], [1.64, 5.27, 1.53], [1.71, 7.56, 0.11], [3.35, 6.97, 0.39], [2.66, 6.90, -1.24], [2.63, 4.65, -0.11], [-0.17, 5.84, -0.38], [0.25, 4.12, -0.40], [0.78, 5.18, -1.72], [0.99, 5.93, 1.79], [4.77, -3.86, 2.21], [5.13, -4.71, 1.01], [4.32, -6.00, 0.97], [6.52, -4.99, 0.99], [4.99, -4.38, 3.14], [5.36, -2.94, 2.22], [3.71, -3.59, 2.21], [4.94, -4.14, 0.09], [4.53, -6.60, 1.86], [4.59, -6.60, 0.10], [3.25, -5.80, 0.94], [6.73, -5.50, 1.79]]
}

***

{
  "formula": "H16O8Pb",
  "method": "wB97M-V/def2-TZVPD",
  "multiplicity": 1,
  "e_above_lowest_kcal_mol": 148.3,
  "lumo_energy_ha": -0.423,
  "energy_ha": -803.63554,
  "charge": 2,
  "elements": ["Pb", "O", "H", "H", "O", "H", "H", "O", "H", "H", "O", "H", "H", "O", "H", "H", "O", "H", "H", "O", "H", "H", "O", "H", "H"],
  "coordinates": [[-0.12, 0.03, -0.14], [3.52, 1.56, -1.82], [4.04, 2.05, -1.19], [4.10, 1.41, -2.57], [-0.67, -4.36, 1.80], [-0.17, -5.10, 2.15], [-1.59, -4.61, 1.90], [-3.63, -1.44, -2.28], [-4.14, -0.86, -2.85], [-4.29, -1.96, -1.81], [1.45, -2.59, -3.46], [1.08, -3.41, -3.76], [1.64, -2.11, -4.27], [0.85, 3.65, 2.20], [0.82, 4.54, 1.86], [1.25, 3.73, 3.07], [-1.63, 3.63, -2.40], [-2.38, 3.49, -2.98], [-1.28, 4.48, -2.65], [3.38, -0.74, 2.73], [3.13, -1.28, 3.48], [4.33, -0.69, 2.77], [-2.90, 0.08, 3.22], [-3.40, -0.41, 3.88], [-3.38, 0.90, 3.12]]
}

***

{
  "formula": "C3H4F2",
  "method": "wB97M-V/def2-TZVPD",
  "multiplicity": 1,
  "e_above_lowest_kcal_mol": 70.0,
  "lumo_energy_ha": 0.033,
  "energy_ha": -316.30432,
  "smiles": "FC1=CC1.F",
  "elements": ["F", "C", "C", "C", "H", "H", "H", "F", "H"],
  "coordinates": [[1.96, 0.06, -1.21], [1.22, -0.21, -0.11], [0.13, -0.15, 0.57], [0.79, -1.51, 0.43], [-0.82, 0.44, 0.90], [1.25, -1.93, 1.26], [0.32, -2.12, -0.27], [-0.30, 2.37, -2.49], [-0.86, 2.97, -2.84]]
}